The molecule C24H29NO, computed with wB97M-V/def2-TZVPD.

Values from the calculation:
* total charge: 0
* LUMO: 0.028 Eh
* structure (SMILES): O=C(NCC1(c2ccccc2)CCCC1)C1(c2ccccc2)CCCC1
* frontier orbital gap: 9.603 eV
* multiplicity: 1

Last column: natural (NBO) charge in e.
Positions of all 55 atoms, in Å:
O (1.72092, 2.28751, 1.17610)  -0.629
C (1.07917, 1.65467, 0.36569)  0.719
N (0.12358, 0.76421, 0.70715)  -0.652
C (-0.06483, 0.30892, 2.06738)  -0.198
C (-1.24137, -0.68294, 2.14099)  -0.076
C (-0.91737, -1.79731, 1.16624)  -0.021
C (0.04327, -2.74700, 1.50177)  -0.165
C (0.41261, -3.73444, 0.60790)  -0.218
C (-0.16181, -3.78636, -0.65027)  -0.215
C (-1.10339, -2.83904, -1.00514)  -0.192
C (-1.47477, -1.85235, -0.10717)  -0.245
C (-2.56011, 0.05404, 1.84662)  -0.403
C (-2.99279, 0.60571, 3.20015)  -0.401
C (-2.69462, -0.55315, 4.14644)  -0.402
C (-1.40936, -1.18902, 3.59724)  -0.403
C (1.19612, 1.81782, -1.15911)  -0.186
C (1.37037, 0.44598, -1.77454)  -0.016
C (2.23398, -0.45171, -1.14791)  -0.216
C (2.45337, -1.71233, -1.66738)  -0.196
C (1.81819, -2.10175, -2.83448)  -0.219
C (0.97160, -1.21616, -3.47454)  -0.222
C (0.75009, 0.04678, -2.95095)  -0.177
C (2.40078, 2.71647, -1.53119)  -0.390
C (1.81170, 4.00647, -2.10498)  -0.402
C (0.47746, 3.56531, -2.69683)  -0.401
C (-0.04742, 2.60211, -1.63674)  -0.393
H (-0.23833, 0.15731, -0.01465)  0.419
H (-0.24537, 1.18144, 2.70042)  0.212
H (0.85292, -0.17715, 2.42382)  0.195
H (0.51227, -2.71296, 2.47391)  0.205
H (1.15608, -4.46409, 0.89372)  0.212
H (0.12604, -4.55655, -1.34959)  0.213
H (-1.55048, -2.86094, -1.98805)  0.215
H (-2.21382, -1.12604, -0.41168)  0.216
H (-2.43516, 0.83593, 1.09883)  0.219
H (-3.31064, -0.65728, 1.49815)  0.206
H (-4.04238, 0.89624, 3.21415)  0.213
H (-2.39394, 1.47773, 3.46463)  0.198
H (-2.58082, -0.22790, 5.17925)  0.212
H (-3.51312, -1.27338, 4.10783)  0.200
H (-0.54830, -0.89694, 4.19818)  0.209
H (-1.48212, -2.27567, 3.62224)  0.219
H (2.74027, -0.15003, -0.24196)  0.218
H (3.12243, -2.39241, -1.16137)  0.214
H (1.98856, -3.08571, -3.24507)  0.212
H (0.47947, -1.50540, -4.39209)  0.211
H (0.09278, 0.71886, -3.48056)  0.203
H (3.00669, 2.90842, -0.64612)  0.246
H (3.02057, 2.21331, -2.27479)  0.208
H (2.46906, 4.46642, -2.84141)  0.211
H (1.63566, 4.72339, -1.30213)  0.202
H (-0.20272, 4.39747, -2.87594)  0.212
H (0.64394, 3.04257, -3.64028)  0.194
H (-0.84358, 1.95086, -1.99453)  0.212
H (-0.44133, 3.18007, -0.79737)  0.217